{
  "formula": "C25H38N4O3S",
  "method": "ωB97M-V with the def2-TZVPD basis set",
  "orbital_gap_ev": 8.2,
  "smiles": "CCCCc1cccc2c1Sc1ccccc1N2.CN(C)C=O.CN(C)C=O.CN(C)C=O",
  "total_energy_ha": -1818.3799,
  "symbols": ["S", "O", "O", "O", "N", "N", "N", "N", "C", "C", "C", "C", "C", "C", "C", "C", "C", "C", "C", "C", "C", "C", "C", "C", "C", "C", "C", "C", "C", "C", "C", "C", "C", "H", "H", "H", "H", "H", "H", "H", "H", "H", "H", "H", "H", "H", "H", "H", "H", "H", "H", "H", "H", "H", "H", "H", "H", "H", "H", "H", "H", "H", "H", "H", "H", "H", "H", "H", "H", "H", "H"],
  "coordinates": [[-2.975, 1.307, -3.511], [3.159, -1.412, -1.853], [6.357, -2.165, 0.396], [0.040, 3.009, 3.669], [-1.614, 2.111, 4.933], [4.457, 0.266, -1.043], [5.325, -4.175, 0.612], [-4.354, 2.864, -1.477], [-2.235, 1.801, -1.974], [-3.016, 2.570, -1.114], [-4.582, 0.924, -2.887], [-5.304, -0.168, -3.354], [-6.413, 1.526, -1.448], [-0.387, 2.009, -0.474], [-0.629, -1.573, -1.291], [4.278, -5.072, 0.168], [-7.144, 0.455, -1.943], [-1.920, -1.232, -0.526], [-0.918, 1.482, -1.654], [4.677, 1.271, -0.024], [-0.462, -0.866, -2.633], [5.499, -2.962, 0.055], [-0.043, 0.602, -2.511], [5.442, 0.097, -2.098], [-2.415, 1.830, 3.754], [-6.596, -0.396, -2.893], [-1.154, 2.778, 0.388], [-2.482, 3.049, 0.078], [-2.118, 1.761, 6.243], [-0.414, 2.697, 4.754], [3.384, -0.535, -1.033], [6.214, -4.582, 1.685], [-5.128, 1.772, -1.925], [0.340, -1.371, -3.178], [4.735, 2.266, -0.470], [0.247, -1.382, -0.664], [-2.330, -2.125, -0.049], [-7.162, -1.238, -3.270], [-1.373, -0.988, -3.223], [-1.874, 1.166, 3.078], [6.145, -3.889, 2.524], [-8.145, 0.279, -1.571], [5.860, -0.909, -2.068], [4.702, -6.007, -0.206], [-4.842, -0.817, -4.089], [5.605, 1.067, 0.513], [-1.750, -0.492, 0.256], [-2.295, 0.686, 6.316], [3.715, -4.599, -0.634], [-3.350, 1.363, 4.051], [6.242, 0.818, -1.951], [-0.715, 3.137, 1.312], [-6.853, 2.177, -0.700], [-2.624, 2.754, 3.214], [5.935, -5.580, 2.017], [4.780, -2.747, -0.751], [-1.389, 2.044, 7.000], [0.940, 0.591, -2.042], [-4.822, 3.350, -0.724], [-3.054, 2.283, 6.451], [2.706, -0.340, -0.183], [0.047, 1.046, -3.506], [-3.085, 3.644, 0.755], [0.130, 2.873, 5.697], [-0.619, -2.648, -1.487], [4.984, 0.252, -3.076], [-2.691, -0.848, -1.199], [3.853, 1.256, 0.686], [7.249, -4.590, 1.343], [3.592, -5.302, 0.986], [0.642, 1.777, -0.226]],
  "forces_ev_per_angstrom": [[0.0, 0.0, 0.0], [0.0, 0.0, 0.0], [0.0, 0.0, 0.0], [0.0, 0.0, 0.0], [-0.1, 0.0, 0.0], [0.0, 0.1, -0.1], [0.0, -0.1, 0.0], [-0.1, -0.3, 0.4], [-0.1, 0.1, -0.1], [0.0, 0.2, 0.0], [-0.1, 0.0, 0.0], [0.0, 0.2, 0.1], [0.0, 0.0, -0.1], [-0.2, -0.1, -0.1], [-0.2, -0.2, 0.0], [0.1, 0.0, 0.0], [0.0, 0.0, 0.0], [0.0, -0.1, 0.0], [0.1, 0.1, 0.3], [0.1, -0.1, 0.0], [0.1, -0.1, 0.1], [-0.1, 0.1, -0.1], [-0.2, 0.0, 0.0], [0.0, -0.1, 0.0], [0.1, 0.0, 0.0], [0.1, 0.0, -0.1], [0.0, 0.0, 0.0], [0.3, -0.1, -0.1], [0.0, 0.0, -0.1], [0.0, 0.0, 0.0], [-0.1, 0.0, 0.1], [0.0, 0.1, 0.0], [-0.1, 0.0, -0.1], [0.0, 0.0, 0.0], [0.0, 0.0, 0.0], [0.0, 0.0, 0.0], [0.0, 0.0, 0.1], [0.0, 0.0, 0.0], [0.0, 0.1, 0.0], [0.0, 0.0, 0.0], [0.0, 0.0, 0.0], [0.0, 0.0, 0.0], [0.0, 0.0, 0.0], [0.0, 0.0, 0.0], [-0.1, 0.0, 0.0], [0.0, 0.0, 0.0], [-0.1, 0.1, -0.1], [0.0, 0.0, 0.0], [0.0, 0.0, 0.0], [0.0, 0.0, 0.0], [0.0, 0.0, 0.0], [-0.1, 0.0, 0.0], [0.1, 0.0, 0.0], [0.0, 0.0, 0.0], [0.0, 0.0, 0.0], [0.0, -0.1, 0.0], [0.0, 0.0, 0.0], [0.2, 0.2, -0.2], [0.0, 0.1, -0.1], [0.0, 0.0, 0.0], [0.0, 0.0, 0.0], [0.1, -0.1, 0.0], [-0.1, 0.0, -0.1], [0.0, 0.0, 0.0], [0.0, 0.0, 0.0], [0.0, 0.0, 0.0], [0.0, 0.0, 0.0], [0.0, 0.0, 0.0], [0.0, 0.0, 0.0], [0.0, 0.0, 0.0], [0.0, 0.0, 0.0]]
}

{
  "formula": "C25H38N4O4S",
  "method": "ωB97M-V with the def2-TZVPD basis set",
  "orbital_gap_ev": 7.9,
  "smiles": "CCN(CC)CCCNC(=O)c1cn(C)c2ccc(S(=O)(=O)N(C)C3CCCCC3)cc2c1=O",
  "total_energy_ha": -1893.6333,
  "de_lowest_kcal_mol": 5.5,
  "symbols": ["S", "O", "O", "O", "O", "N", "N", "N", "N", "C", "C", "C", "C", "C", "C", "C", "C", "C", "C", "C", "C", "C", "C", "C", "C", "C", "C", "C", "C", "C", "C", "C", "C", "C", "H", "H", "H", "H", "H", "H", "H", "H", "H", "H", "H", "H", "H", "H", "H", "H", "H", "H", "H", "H", "H", "H", "H", "H", "H", "H", "H", "H", "H", "H", "H", "H", "H", "H", "H", "H", "H", "H"],
  "coordinates": [[-3.735, -1.860, -2.593], [0.670, -1.640, 5.066], [-2.823, -2.524, -3.478], [-5.141, -2.110, -2.747], [-0.474, -0.227, 1.256], [4.279, 1.825, 1.347], [-2.217, -3.543, 2.921], [0.900, 0.034, 3.552], [-3.425, -0.243, -2.613], [-2.817, -4.697, 3.550], [-3.919, -3.442, -0.341], [-2.328, 0.267, -3.412], [5.120, 4.127, 1.283], [-2.346, -1.644, -0.221], [5.250, 2.743, 1.919], [-0.810, 2.246, -4.952], [-3.301, -2.339, -0.914], [-2.779, 0.699, -4.811], [-0.378, 1.822, -3.551], [-4.453, 0.630, -2.109], [-0.970, -1.227, 1.778], [-3.571, -3.851, 0.926], [0.377, -1.115, 4.002], [3.081, 1.644, 2.136], [3.241, 0.776, 3.399], [1.959, 0.735, 4.233], [4.832, 0.610, 0.787], [-1.275, -2.839, 3.575], [5.529, 0.889, -0.542], [-1.568, 1.116, -5.642], [-2.593, -3.156, 1.655], [-0.647, -1.730, 3.095], [-1.589, 1.412, -2.717], [-1.981, -2.029, 1.072], [-1.858, -0.785, -0.653], [-5.322, 0.012, -1.894], [-1.894, 1.436, -6.634], [5.872, -0.042, -0.987], [4.125, 4.528, 1.455], [2.135, 0.205, 5.173], [-4.676, -3.960, -0.908], [-2.260, 2.266, -2.608], [-2.634, -5.595, 2.957], [-3.893, -4.557, 3.664], [0.312, 0.979, -3.624], [-4.736, 1.381, -2.848], [5.542, 0.115, 1.474], [-3.473, 1.539, -4.735], [5.852, 4.810, 1.708], [2.729, 2.638, 2.428], [-1.651, -0.585, -3.524], [4.044, 1.178, 4.020], [1.630, 1.756, 4.457], [-2.377, -4.835, 4.535], [-3.299, -0.135, -5.285], [2.324, 1.201, 1.483], [0.609, 0.354, 2.632], [-0.997, -3.181, 4.563], [5.279, 4.060, 0.210], [4.835, 1.372, -1.225], [6.260, 2.363, 1.746], [-1.267, 1.106, -1.720], [4.005, -0.080, 0.607], [0.145, 2.643, -3.057], [6.387, 1.542, -0.405], [3.513, -0.241, 3.115], [5.120, 2.836, 3.005], [-1.453, 3.126, -4.882], [-4.127, 1.129, -1.192], [-4.060, -4.712, 1.351], [0.067, 2.519, -5.543], [-0.907, 0.256, -5.766]],
  "forces_ev_per_angstrom": [[0.1, 0.1, 0.4], [0.1, -0.2, 0.3], [0.2, 0.2, 0.0], [0.1, 0.1, 0.2], [0.0, 0.0, -0.2], [0.0, -0.1, 0.0], [0.2, 0.1, 0.1], [0.1, 0.3, -0.3], [-0.3, -1.2, -0.1], [-0.2, -0.4, 0.1], [0.0, -0.1, 0.1], [0.3, 0.1, -0.3], [0.2, -0.2, 0.2], [0.0, 0.0, 0.1], [-0.1, 0.3, -0.2], [0.2, -0.2, -0.1], [-0.1, 0.3, -0.5], [0.2, -0.3, 0.0], [-0.2, 0.3, 0.0], [-0.3, 0.2, 0.4], [-0.1, -0.2, 0.2], [0.0, -0.1, 0.0], [-0.2, 0.0, -0.1], [0.1, -0.2, 0.3], [-0.2, 0.3, -0.1], [0.3, -0.1, 0.3], [0.1, 0.1, -0.2], [0.3, 0.3, 0.1], [-0.1, -0.2, 0.3], [-0.2, 0.3, 0.0], [0.0, 0.4, -0.6], [0.0, 0.0, 0.0], [0.1, -0.3, 0.0], [-0.2, -0.2, -0.1], [0.1, 0.1, 0.0], [-0.1, 0.3, 0.1], [0.0, -0.1, 0.0], [0.1, -0.1, -0.1], [-0.1, 0.1, 0.0], [0.0, 0.2, -0.1], [-0.1, -0.1, 0.0], [-0.1, 0.1, 0.1], [0.0, 0.0, 0.0], [0.0, 0.0, 0.0], [0.1, 0.0, 0.0], [0.0, 0.0, 0.0], [-0.1, 0.0, 0.0], [-0.1, 0.0, 0.0], [0.1, 0.2, 0.0], [-0.1, 0.0, 0.0], [0.1, 0.2, -0.1], [0.1, 0.0, 0.0], [0.0, -0.1, 0.1], [0.0, 0.0, -0.1], [-0.1, 0.0, 0.0], [-0.1, 0.1, 0.0], [-0.1, -0.2, 0.1], [0.0, 0.0, 0.0], [0.0, 0.0, -0.1], [-0.1, 0.1, -0.1], [0.0, 0.0, 0.1], [-0.1, 0.0, 0.1], [0.0, 0.0, 0.1], [0.1, -0.1, 0.0], [0.1, 0.1, 0.0], [0.0, 0.0, 0.0], [0.1, -0.1, 0.0], [0.0, 0.1, 0.0], [-0.1, 0.0, 0.0], [0.0, -0.1, 0.0], [0.0, 0.1, 0.0], [0.0, -0.1, -0.1]]
}

{
  "formula": "C25H38NO18S",
  "method": "ωB97M-V with the def2-TZVPD basis set",
  "orbital_gap_ev": 7.5,
  "charge": 1,
  "total_energy_ha": -2782.4405,
  "symbols": ["S", "O", "O", "O", "O", "O", "O", "O", "O", "O", "O", "O", "O", "O", "O", "O", "O", "O", "O", "N", "C", "C", "C", "C", "C", "C", "C", "C", "C", "C", "C", "C", "C", "C", "C", "C", "C", "C", "C", "C", "C", "C", "C", "C", "C", "H", "H", "H", "H", "H", "H", "H", "H", "H", "H", "H", "H", "H", "H", "H", "H", "H", "H", "H", "H", "H", "H", "H", "H", "H", "H", "H", "H", "H", "H", "H", "H", "H", "H", "H", "H", "H", "H"],
  "coordinates": [[0.778, 2.877, -0.981], [1.735, -6.238, -2.018], [-2.682, -6.588, -0.880], [1.586, 7.736, 4.336], [-4.236, 0.649, -4.825], [-5.596, -0.558, -3.478], [4.639, -0.809, 0.991], [1.812, -5.132, -3.963], [2.456, 7.051, 8.847], [-2.133, -6.818, -3.056], [4.529, -2.001, -0.921], [-4.270, -6.438, -2.451], [2.053, 5.532, 4.320], [5.124, -3.010, 0.986], [3.681, -6.096, -3.146], [3.151, 5.835, 10.613], [3.634, 5.173, 8.513], [-6.383, 1.239, -4.591], [1.435, 6.556, 2.422], [-1.518, 1.573, -0.370], [-1.872, 0.367, 0.407], [-2.428, -0.689, -0.613], [1.830, 4.505, 3.359], [3.086, 6.004, 9.439], [4.753, -1.844, 0.408], [2.791, 7.024, 7.460], [-2.952, -6.632, -2.210], [1.881, 0.390, -0.032], [-0.708, 2.728, 0.147], [0.431, -5.249, -3.616], [4.930, -4.048, 0.024], [4.992, -3.305, -1.279], [-2.672, 0.262, -1.866], [-4.493, 1.657, -5.807], [-5.750, 2.302, -5.300], [-1.913, 1.615, -1.609], [-3.860, -6.126, -0.222], [0.485, -5.566, -2.149], [-4.946, -6.486, -1.196], [-5.423, 0.358, -4.226], [1.416, 1.190, -1.329], [1.877, 5.253, 2.056], [1.682, 6.710, 3.749], [2.521, -5.845, -3.052], [3.150, 5.582, 7.236], [2.321, 1.282, -1.981], [-2.045, -0.190, -2.678], [1.222, 4.820, 1.299], [4.357, -3.750, -2.044], [-5.332, -7.496, -1.040], [-1.280, 3.680, 0.148], [0.675, 0.524, -1.847], [-3.661, 2.357, -5.873], [0.500, -4.666, -1.525], [-1.771, -1.535, -0.920], [-4.630, 1.176, -6.778], [2.884, -0.046, -0.261], [0.853, 4.050, 3.548], [-0.334, -6.203, -1.831], [2.597, 3.734, 3.427], [-2.735, 0.654, 1.059], [-3.750, 0.377, -2.178], [3.955, -4.513, 0.196], [2.014, 1.040, 0.862], [-0.014, -6.055, -4.201], [-0.103, -4.323, -3.827], [-3.982, -6.615, 0.744], [-6.387, 2.667, -6.103], [-0.305, 2.505, 1.167], [-3.359, -1.219, -0.294], [2.889, 5.324, 1.650], [3.634, 7.698, 7.286], [2.283, 4.971, 6.974], [1.223, -0.492, 0.180], [-5.778, -5.783, -1.175], [-5.551, 3.121, -4.604], [5.703, -4.809, 0.111], [3.917, 5.456, 6.473], [1.951, 7.347, 6.849], [6.010, -3.223, -1.668], [-1.077, 0.051, 1.127], [-1.722, 2.434, -2.333], [-3.777, -5.046, -0.065]],
  "forces_ev_per_angstrom": [[-0.1, 0.5, -0.3], [0.2, 0.2, -0.3], [-0.1, 0.0, -0.3], [0.0, -0.2, 0.0], [-0.3, 0.0, 0.3], [0.3, 0.4, -0.1], [-0.1, -0.1, -0.1], [0.2, -0.1, 0.3], [0.2, -0.3, 0.0], [-0.2, 0.1, 0.1], [-0.1, 0.1, 0.4], [0.4, 0.0, 0.2], [-0.1, 0.1, -0.3], [-0.1, 0.4, -0.2], [-0.1, 0.2, 0.1], [0.0, 0.0, -0.2], [-0.1, 0.2, 0.1], [0.4, -0.4, 0.1], [0.0, -0.2, 0.3], [0.4, 1.7, -1.3], [-1.2, -0.9, 1.4], [-0.1, 0.9, -0.7], [0.1, -0.6, 0.1], [0.0, 0.0, 0.5], [0.2, 0.0, 0.3], [-0.2, 0.5, -0.4], [-0.1, -0.2, -0.4], [0.5, -0.2, -0.7], [1.5, -1.2, 0.3], [-0.5, 0.0, -0.4], [0.0, -0.6, 0.1], [0.1, -0.4, -0.7], [1.0, 0.0, -1.0], [0.4, 0.2, -0.6], [-0.3, 0.6, -0.2], [-1.6, -3.0, 1.6], [-0.1, 0.1, 0.6], [-0.4, 0.0, 0.5], [-0.7, -0.1, 0.1], [-0.4, -0.4, 0.1], [0.0, -1.6, 1.3], [0.1, -0.1, -0.5], [-0.1, 0.6, 0.2], [0.3, -0.2, -0.1], [0.1, -0.3, -0.4], [-1.0, 0.5, 0.4], [-1.2, 0.4, 0.0], [0.0, 0.2, 0.0], [0.0, 0.2, 0.0], [0.1, 0.0, 0.0], [0.4, -0.7, -0.2], [0.5, 1.0, 0.1], [0.1, -0.2, 0.1], [0.1, 0.0, 0.0], [0.1, 1.0, 0.5], [0.0, 0.0, 0.1], [-0.8, 0.4, 0.4], [0.0, 0.1, 0.0], [0.2, -0.1, 0.0], [0.0, 0.1, 0.2], [0.7, 0.0, -0.4], [1.3, -0.1, 0.2], [0.0, 0.0, 0.0], [-0.2, -0.5, -0.6], [0.0, 0.0, 0.1], [0.2, 0.0, -0.1], [0.2, -0.1, -0.1], [-0.1, -0.1, 0.1], [-0.8, 0.0, -0.8], [0.6, 1.0, 0.0], [0.0, 0.0, 0.0], [0.0, -0.1, 0.0], [0.0, 0.1, 0.0], [0.3, 0.9, 0.0], [0.1, 0.0, -0.2], [0.0, -0.1, 0.0], [0.0, 0.1, 0.2], [0.1, -0.1, 0.2], [0.0, 0.1, 0.2], [0.0, 0.0, 0.1], [-0.3, 0.4, -1.1], [0.0, -0.6, 0.9], [0.0, 0.0, -0.1]]
}

{
  "formula": "C25H39FI3N2O",
  "method": "ωB97M-V with the def2-TZVPD basis set",
  "orbital_gap_ev": 7.3,
  "charge": 1,
  "smiles": "C#C[n+]1c(CCCF)c(CCCI)c(CN)c([C@H](I)[C@@H](C)I)c1CCCCCCCOC",
  "total_energy_ha": -2153.3503,
  "symbols": ["I", "I", "I", "F", "O", "N", "N", "C", "C", "C", "C", "C", "C", "C", "C", "C", "C", "C", "C", "C", "C", "C", "C", "C", "C", "C", "C", "C", "C", "C", "C", "C", "H", "H", "H", "H", "H", "H", "H", "H", "H", "H", "H", "H", "H", "H", "H", "H", "H", "H", "H", "H", "H", "H", "H", "H", "H", "H", "H", "H", "H", "H", "H", "H", "H", "H", "H", "H", "H", "H", "H"],
  "coordinates": [[-0.501, -3.424, 2.756], [-2.523, -2.469, -1.598], [-4.880, 5.226, 1.110], [-0.796, 3.613, 5.755], [1.474, -2.470, -4.924], [0.697, 1.159, 1.945], [-3.805, 0.508, -0.283], [-3.264, -0.031, 0.968], [-0.779, -0.626, 1.381], [-1.825, 0.328, 1.271], [-1.122, -2.107, 1.162], [2.734, -3.032, -4.606], [1.944, 1.625, 2.308], [1.740, -1.006, 1.831], [-0.445, -4.131, -0.363], [-0.813, -2.656, -0.283], [-1.052, 3.731, 4.406], [0.446, -3.433, -5.069], [2.265, -0.901, -0.673], [-2.613, 3.480, 0.036], [0.096, 3.524, 2.139], [2.194, -1.774, 0.580], [0.260, 3.807, 3.650], [3.028, 1.988, 2.593], [-0.291, 2.105, 1.853], [-3.928, 4.081, -0.428], [-2.658, 2.761, 1.414], [0.509, -0.171, 1.703], [2.315, -1.697, -1.994], [3.730, -1.900, -2.562], [3.675, -1.957, -4.094], [-1.573, 1.710, 1.514], [1.452, -0.174, -0.734], [-1.646, 4.633, 4.257], [-3.856, 0.395, 1.775], [-1.258, -4.723, 0.042], [-3.730, 4.767, -1.243], [-2.222, 2.820, -0.732], [-3.631, 2.357, 1.662], [-0.073, -2.009, -0.729], [1.652, -1.666, 2.687], [0.498, -4.374, 0.116], [1.010, 3.781, 1.614], [-0.392, -3.144, -4.432], [-4.405, 1.293, -0.095], [4.663, -2.057, -4.531], [-1.675, 2.888, 4.106], [4.388, -1.104, -2.227], [0.616, 4.829, 3.731], [2.647, -3.847, -3.879], [-1.892, 4.289, 0.120], [3.963, 2.438, 2.819], [2.598, -0.392, 2.063], [3.249, -1.013, -4.438], [-2.187, -2.178, 1.278], [-3.083, 0.752, -0.942], [3.185, -0.323, -0.607], [0.765, -4.430, -4.771], [0.077, -3.457, -6.092], [-3.484, -1.090, 0.974], [-0.654, 4.209, 1.774], [-4.629, 3.353, -0.816], [1.704, -1.173, -2.724], [0.959, 3.126, 4.123], [3.146, -3.478, -5.516], [1.831, -2.663, -1.861], [3.221, -2.052, 0.812], [4.090, -2.880, -2.253], [1.672, -2.710, 0.441], [-2.465, 3.529, 2.145], [-0.335, -4.384, -1.415]],
  "forces_ev_per_angstrom": [[-0.1, 0.2, 0.1], [0.1, 0.3, 0.2], [0.0, -0.1, -0.2], [0.1, 0.0, 0.2], [-0.1, -0.1, 0.5], [-0.2, 0.4, 0.0], [0.2, -0.1, 0.4], [-0.4, 0.1, -0.2], [-0.2, 0.1, 0.0], [0.2, 0.3, 0.3], [0.1, 0.2, -0.8], [0.4, -0.2, -0.7], [-1.3, -0.8, -0.6], [0.4, -0.4, -0.3], [0.0, 0.3, -0.5], [0.1, 0.0, 0.8], [-0.2, 0.1, -0.2], [-0.3, 0.3, 0.1], [0.1, -0.4, -0.3], [-0.2, 0.0, 0.5], [0.0, 0.0, 0.7], [0.4, 0.3, 0.2], [-0.4, 0.1, -0.2], [1.3, 0.9, 0.3], [-0.5, 0.1, -0.3], [0.3, 0.1, -0.1], [0.6, 0.0, -0.6], [0.0, -0.4, -0.1], [0.1, 0.4, 0.3], [-0.7, -0.6, -0.6], [-0.4, 0.5, 0.3], [0.2, -0.5, 0.0], [-0.2, 0.0, 0.2], [0.0, 0.1, 0.0], [-0.1, -0.1, 0.2], [0.1, -0.2, 0.1], [-0.1, 0.2, 0.0], [-0.1, -0.2, -0.2], [-0.2, -0.1, -0.1], [0.2, 0.0, -0.2], [-0.2, -0.2, 0.1], [0.0, 0.0, 0.3], [0.2, -0.1, -0.1], [-0.1, 0.0, 0.1], [0.0, 0.2, -0.2], [0.1, -0.1, 0.0], [0.1, -0.3, 0.0], [0.2, 0.0, 0.1], [0.4, 0.0, 0.2], [-0.2, 0.0, 0.1], [0.1, 0.1, -0.1], [0.2, -0.1, 0.1], [-0.2, 0.4, 0.1], [0.2, 0.2, -0.2], [-0.1, -0.2, 0.2], [-0.1, 0.0, -0.2], [0.0, 0.3, 0.0], [0.1, -0.1, 0.0], [0.1, -0.1, -0.2], [0.3, -0.2, 0.1], [-0.2, 0.0, -0.3], [-0.2, -0.2, 0.3], [0.0, 0.1, -0.2], [0.2, 0.0, 0.0], [0.1, -0.1, -0.1], [-0.1, -0.2, 0.0], [0.1, -0.3, 0.0], [0.4, 0.1, 0.5], [-0.4, -0.1, -0.1], [-0.1, 0.1, 0.4], [0.0, -0.1, -0.1]]
}